11
Properties=species:S:1:pos:R:3:nbo_charge:R:1 method="wB97M-V/def2-TZVPD" molar_mass_g_mol=116.14 multiplicity=1 gap_ev=7.05 de_lowest_kcal_mol=75.5 e_lumo_ev=-1.6284
C -1.6607 -0.3872 0.1734 0.22
C -0.6915 0.6560 0.2203 -0.16
C 0.6512 0.8415 -0.0630 -0.31
C 1.8600 -0.1112 -0.2229 0.42
H 0.0697 -1.7174 0.2820 0.55
H -1.2359 1.6917 0.4185 0.23
H 0.8671 1.8529 -0.3139 0.22
H 2.8340 0.2466 -0.2552 0.16
O -1.0404 -1.4670 0.1278 -0.67
O 1.6559 -1.3064 -0.1407 -0.54
S -3.3094 -0.2994 -0.2263 -0.11